No. 1
This record from the OMol25 dataset describes 9 unconnected molecules or ions with the total composition C32H56ClN8O4. The level of theory is ωB97M-V/def2-TZVPD.

Geometry as XYZ:
```
101
Properties=species:S:1:pos:R:3
Cl 0.20298 0.29201 -1.06639
O 1.49327 -0.25582 -1.31343
O -0.54714 0.38167 -2.29654
O -0.48289 -0.54804 -0.09740
O 0.35258 1.62252 -0.49035
C 7.88269 4.59384 -3.25730
C 6.68913 4.53826 -2.26759
C 5.61103 3.52260 -2.74115
C 5.06977 3.81189 -4.07482
N 4.71023 4.04891 -5.16127
H 7.57535 5.03178 -4.20696
H 8.35208 3.62257 -3.41351
H 8.67923 5.22317 -2.86036
H 6.22723 5.52541 -2.28462
H 7.00140 4.29341 -1.25239
H 4.76358 3.68930 -2.07621
H 6.03514 2.52234 -2.65339
C 3.16312 1.37890 5.65973
C 3.07856 0.81983 4.23191
C 4.00768 1.63784 3.26288
C 3.81504 3.12623 3.22515
N 3.63750 4.26576 3.10935
H 2.51606 0.92931 6.41292
H 2.79619 2.40526 5.66681
H 4.18235 1.42502 6.04330
H 2.04365 0.91431 3.90308
H 3.32965 -0.23751 4.31612
H 3.88131 1.43617 2.19918
H 5.05853 1.49327 3.51370
C 6.27563 -4.31467 0.53604
C 5.53616 -4.69340 1.79083
C 4.01197 -4.78015 1.57860
C 3.55651 -5.69405 0.55672
N 3.20206 -6.44913 -0.27917
H 6.15585 -5.12867 -0.17891
H 7.34262 -4.13648 0.66979
H 5.87301 -3.42783 0.04667
H 5.72820 -4.05633 2.65418
H 5.99759 -5.61707 2.14016
H 3.64751 -3.77584 1.36273
H 3.56403 -5.05035 2.53487
C -1.38859 -4.11887 6.66621
C -2.31684 -2.95250 6.58629
C -2.69794 -2.61929 5.20112
C -3.42072 -3.68334 4.52691
N -4.02924 -4.53350 4.03630
H -0.66521 -4.00510 5.85882
H -1.95084 -5.04626 6.55702
H -0.77729 -4.13578 7.56850
H -1.77141 -2.09450 6.97928
H -3.17987 -3.13146 7.22758
H -1.81701 -2.33529 4.62545
H -3.33000 -1.73320 5.25987
C -5.58018 2.23605 -7.31129
C -5.83793 1.53262 -6.04044
C -6.37745 0.06331 -6.11917
C -5.48632 -0.81200 -6.90650
N -4.80260 -1.51534 -7.54740
H -6.52202 2.33911 -7.85020
H -4.91354 1.71420 -7.99786
H -5.26042 3.26276 -7.13322
H -6.51554 2.14086 -5.44127
H -4.89219 1.44429 -5.50577
H -7.31256 0.08172 -6.67893
H -6.52344 -0.44114 -5.16401
C -1.76050 3.68695 4.68586
C -1.22215 4.92950 3.91986
C -2.23074 5.36493 2.81904
C -1.80227 6.62379 2.17083
N -1.44739 7.55877 1.63439
H -1.98099 2.86307 4.00710
H -2.60513 3.93512 5.32859
H -0.93524 3.33906 5.30717
H -0.30566 4.59719 3.43228
H -1.00019 5.75284 4.59879
H -3.19688 5.53907 3.29269
H -2.44914 4.55371 2.12454
C -6.26985 0.26240 0.79239
C -7.81096 0.26545 0.76202
C -8.42260 -0.68612 1.82112
C -7.94410 -0.64963 3.23535
N -7.52386 -0.64393 4.32078
H -5.91147 0.79328 -0.08955
H -5.88349 -0.75415 0.71851
H -5.94715 0.81434 1.67519
H -8.19696 -0.02439 -0.21527
H -8.18224 1.28249 0.88811
H -8.19659 -1.69855 1.48647
H -9.50803 -0.67030 1.91948
C 3.24422 -4.05585 -5.44051
C 2.18581 -4.36241 -6.53443
C 1.15174 -3.25756 -6.67424
C 1.64893 -1.95008 -7.10567
N 2.02981 -0.93429 -7.47265
H 3.94553 -3.28850 -5.76830
H 3.81758 -4.95431 -5.21220
H 2.75239 -3.89481 -4.48120
H 1.61728 -5.24639 -6.24553
H 2.64849 -4.58201 -7.49662
H 0.71495 -3.05752 -5.69582
H 0.32917 -3.49505 -7.34883
```

Results
- multiplicity = 1
- HOMO-LUMO gap (eV) = 7.72
- ΔE to the lowest compared entry with this formula, charge and spin (eV) = 2.334
- net charge = -1


No. 2
This record from the OMol25 dataset describes a molecular structure, C24H53ClInP2. The level of theory is ωB97M-V/def2-TZVPD.

Geometry as XYZ:
```
81
Properties=species:S:1:pos:R:3
In -0.00144 -0.01750 -0.98960
Cl -0.09769 0.08643 -3.48203
P -0.37271 -2.63483 -1.09129
C 0.69593 -3.26190 -2.46048
C -0.07687 -3.61634 0.45226
C -2.13137 -2.65119 -1.66660
C 2.07825 -2.58471 -2.54804
H 0.12674 -2.97277 -3.36119
C 0.81480 -4.78805 -2.37228
H 1.55224 -5.06658 -1.60410
H 1.17804 -5.17214 -3.33600
H -0.13861 -5.28561 -2.15170
H 1.98894 -1.60332 -3.03014
H 2.75874 -3.20491 -3.15029
H 2.52880 -2.44667 -1.55788
H -2.05495 -2.06896 -2.60309
C -3.13905 -1.93959 -0.74754
C -2.52474 -4.09689 -1.97860
H -2.01696 -4.47847 -2.87131
H -3.60371 -4.15510 -2.17461
H -2.30370 -4.75689 -1.12803
H -2.67245 -1.18769 -0.09294
H -3.68851 -2.65565 -0.12202
H -3.87442 -1.40238 -1.36470
C 1.32542 -3.27842 0.97978
H -0.13145 -4.68619 0.17048
C -1.13411 -3.29971 1.51676
H 2.12718 -3.59398 0.29643
H 1.47653 -3.78563 1.94276
H 1.37512 -2.18497 1.13273
H -1.14311 -2.20515 1.67957
H -0.84449 -3.79009 2.45755
H -2.14232 -3.65456 1.25004
H 1.74457 -0.37782 -0.76127
H -1.74583 0.31623 -0.67848
P 0.36280 2.64731 -1.03203
C -0.83836 3.32488 -2.25814
C 0.23844 3.57969 0.56814
C 2.04869 2.68109 -1.79921
C -2.21855 2.64184 -2.22837
H -0.36429 3.07967 -3.22481
C -0.95556 4.84321 -2.08945
H -1.60572 5.07941 -1.23370
H -1.42731 5.26330 -2.98886
H 0.01439 5.33997 -1.95448
H -2.16142 1.65138 -2.69334
H -2.94325 3.24629 -2.79418
H -2.59132 2.52736 -1.20231
H 1.86071 2.14295 -2.74592
C 3.14307 1.92016 -1.02789
C 2.41703 4.13687 -2.08830
H 1.80471 4.56703 -2.88831
H 3.46257 4.19700 -2.41866
H 2.31644 4.75255 -1.18355
H 2.74337 1.23779 -0.26620
H 3.84302 2.61272 -0.53962
H 3.72314 1.30255 -1.72871
C -1.12004 3.25502 1.20744
H 0.29876 4.65752 0.32102
C 1.38346 3.18548 1.50682
H -1.96475 3.72898 0.68359
H -1.12514 3.60388 2.24917
H -1.24378 2.15654 1.20145
H 1.30960 2.09586 1.68884
H 1.25952 3.71357 2.46340
H 2.37828 3.43790 1.11006
C 1.25372 -0.72347 4.48940
C 0.00158 -0.00964 3.94418
C -1.24982 -0.72214 4.49055
C -0.00121 1.42962 4.49550
C 0.00409 -0.01873 2.45435
C 0.00120 -0.03290 1.22139
H 1.24974 -0.72441 5.58960
H 2.15917 -0.20196 4.15582
H 1.27826 -1.76785 4.15289
H -1.24681 -0.71337 5.59055
H -2.15406 -0.20352 4.15064
H -1.26987 -1.76902 4.16237
H 0.90171 1.96648 4.17787
H -0.89817 1.96719 4.16115
H -0.01086 1.41596 5.59568
```

Results
- multiplicity = 1
- HOMO-LUMO gap (eV) = 5.74
- net charge = -1


No. 3
This record from the OMol25 dataset describes a molecular structure, C24H58O22Tl. The level of theory is ωB97M-V/def2-TZVPD.

Geometry as XYZ:
```
105
Properties=species:S:1:pos:R:3
Tl -0.96207 3.66575 2.83333
C -1.69201 -0.08553 -0.38769
C -1.07942 0.76855 0.59530
C 0.41763 1.22262 0.29768
O 0.90143 2.04632 1.06889
C 1.13274 0.58593 -0.80555
C 0.53688 -0.30282 -1.62810
C -0.96378 -0.63478 -1.42837
O -1.71362 -1.27322 -2.28267
O 1.31448 -0.70706 -2.55750
O -1.59092 1.11052 1.63399
H -2.75195 -0.27504 -0.30403
H 2.16292 0.90785 -0.84438
C -1.84696 -2.32178 2.39252
O -2.02830 -3.34276 3.29329
H -1.61361 -2.74961 1.41753
H -2.74837 -1.72362 2.25927
H -1.05392 -1.65541 2.73184
H -2.86597 -3.76030 3.07983
C 0.71279 2.79708 -4.51376
O 1.76517 1.95616 -4.12680
H 1.09116 3.32756 -5.38756
H -0.18921 2.23077 -4.74563
H 0.58536 3.61677 -3.80667
H 1.54562 1.43989 -3.34778
C -1.50412 1.25377 5.76653
C -0.33291 0.50199 4.95614
O 0.50880 1.38048 4.13504
O -2.28164 2.09773 4.96066
H -1.18859 1.85206 6.62127
H -2.16167 0.51843 6.23019
H -0.76503 -0.12487 4.17612
H 0.32717 -0.19426 5.47346
H 1.32062 0.87778 4.03589
H -3.07469 2.38796 5.41721
C 4.05402 1.03746 3.29585
C 4.66470 0.79510 1.92104
O 5.35849 -0.45059 1.87310
O 2.96368 0.22720 3.60590
H 3.71993 2.07384 3.34481
H 4.77589 1.05220 4.11243
H 5.26772 1.55183 1.41920
H 3.81642 0.71470 1.24129
H 6.29519 -0.26529 1.77379
H 3.23891 -0.58742 4.03282
C 2.50747 4.07001 -1.83210
C 3.60422 3.49270 -0.86778
O 3.16260 3.25197 0.42960
O 2.09631 5.34028 -1.38754
H 1.64991 3.39717 -1.83116
H 2.91390 4.07431 -2.84348
H 4.40234 4.23358 -0.82080
H 4.00381 2.56265 -1.27206
H 2.29332 2.85182 0.35326
H 1.66343 5.79919 -2.11115
C 2.52051 -2.14975 1.07087
C 1.60098 -2.93534 0.22810
O 1.27679 -4.24558 0.67654
O 3.88608 -2.47765 0.98236
H 2.18625 -2.14832 2.10835
H 2.39982 -1.09234 0.83544
H 2.03611 -3.06187 -0.76325
H 0.68528 -2.36075 0.08871
H 0.80021 -4.69680 -0.02407
H 4.43703 -1.82727 1.42400
C -0.21452 -3.41800 -4.86368
C 0.25329 -2.16352 -5.58972
O -0.22647 -0.93181 -5.02723
O -1.66842 -3.44015 -4.79505
H 0.18004 -3.36648 -3.84891
H 0.13094 -4.30219 -5.39937
H -0.10463 -2.30888 -6.60896
H 1.34211 -2.17468 -5.54005
H 0.26591 -0.68522 -4.24088
H -1.98544 -4.25324 -5.19502
C -4.71305 0.73570 2.97099
C -5.03632 2.23701 2.75381
O -3.95281 3.01970 2.48860
O -4.14415 0.21391 1.80510
H -5.59700 0.12485 3.15425
H -4.00825 0.51625 3.77299
H -5.63346 2.64832 3.56766
H -5.63895 2.16163 1.84868
H -4.17663 3.42731 1.64874
H -3.21568 0.44426 1.72445
C -6.76011 -1.15411 0.05048
C -7.33457 0.09625 -0.55883
O -7.21831 0.11500 -1.98395
O -5.39304 -1.29669 -0.23004
H -7.28179 -2.01062 -0.37651
H -6.95775 -1.14323 1.12236
H -6.76703 0.90997 -0.10731
H -8.37001 0.31844 -0.30078
H -6.38147 0.53968 -2.18629
H -4.90048 -0.69106 0.32870
C 4.65838 -1.95246 -2.24836
C 4.32841 -2.46256 -3.63314
O 2.99188 -2.84898 -3.64242
O 4.33044 -0.48201 -2.16193
H 5.73211 -2.07331 -2.10488
H 4.07122 -2.35718 -1.42401
H 4.89891 -3.34682 -3.91726
H 4.46155 -1.67716 -4.37713
H 2.43288 -2.18133 -3.23823
H 3.40689 -0.40853 -1.91043
```

Results
- multiplicity = 1
- HOMO-LUMO gap (eV) = 3.13
- net charge = +1


No. 4
This record from the OMol25 dataset describes 2 unconnected molecules or ions with the total composition C27H41N2. The level of theory is ωB97M-V/def2-TZVPD.

Geometry as XYZ:
```
70
Properties=species:S:1:pos:R:3
C -4.62271 1.38799 0.01623
C -3.80182 0.36948 -0.70373
C -3.16356 -0.64187 -0.01189
C -2.38232 -1.59971 -0.64322
C -1.78148 -2.64942 0.23662
C -2.22003 -1.53569 -2.03660
C -1.40829 -2.56625 -2.80941
C -2.07098 -3.94571 -2.79445
C 0.07839 -2.63416 -2.40427
C 0.80614 -1.34735 -2.50467
C 2.09560 -1.08824 -2.06979
C 2.62994 0.23636 -2.26712
C 1.81607 1.31405 -2.90491
C 3.90933 0.52564 -1.85477
C 4.71617 -0.41971 -1.23153
C 6.09395 -0.06278 -0.79442
C 4.20675 -1.69705 -1.02491
C 2.94179 -2.06543 -1.42247
C 2.52237 -3.46616 -1.12054
C -2.87308 -0.51758 -2.75139
C -2.78960 -0.42090 -4.23979
C -3.64964 0.41331 -2.07720
H -5.08386 2.09201 -0.67919
H -5.42291 0.91746 0.59163
H -4.00608 1.96448 0.70827
H -3.28898 -0.69373 1.05594
H -1.29520 -3.45108 -0.30886
H -1.04226 -2.21675 0.91136
H -2.54861 -3.11767 0.85421
H -1.40076 -2.23757 -3.85920
H -3.09818 -3.89010 -3.15770
H -1.52638 -4.65850 -3.41659
H -2.11111 -4.36692 -1.79217
H 0.15121 -2.99967 -1.38282
H 0.57874 -3.38077 -3.03088
H 0.26645 -0.55194 -2.98553
H 2.35411 2.26318 -2.91934
H 1.57069 1.06458 -3.93838
H 0.88573 1.48232 -2.35986
H 4.30454 1.51424 -2.00982
H 6.59345 -0.90773 -0.31681
H 6.70299 0.24635 -1.64553
H 6.07323 0.76039 -0.07831
H 4.82586 -2.42313 -0.52746
H 3.35514 -4.04844 -0.72420
H 1.74099 -3.49295 -0.36035
H 2.18067 -3.99120 -2.01210
H -3.37013 0.42122 -4.61911
H -1.76120 -0.27671 -4.57287
H -3.18571 -1.32118 -4.71112
H -4.16066 1.18329 -2.62963
N -2.23494 2.12159 3.25582
C -1.66732 3.14357 4.11228
C -0.34894 2.69129 4.73794
C 0.24130 3.69006 5.75888
C 1.76374 3.50790 5.64228
C 1.99619 3.01390 4.20562
N 0.69917 2.50749 3.69688
H -2.33895 1.24872 3.75995
H -3.15179 2.38591 2.91396
H -1.48597 4.04491 3.51777
H -2.37909 3.42387 4.89751
H -0.50767 1.72460 5.24074
H -0.05266 4.71260 5.49817
H -0.12504 3.50601 6.77560
H 2.31280 4.43276 5.85681
H 2.11371 2.76030 6.36414
H 2.31535 3.83665 3.55677
H 2.77389 2.24361 4.14978
H 0.74151 1.53201 3.38973
```

Results
- multiplicity = 1
- HOMO-LUMO gap (eV) = 4.88
- ΔE to the lowest compared entry with this formula, charge and spin (eV) = 0.000
- net charge = +1